1.
# C14H32O4S3

3 unconnected molecules or ions with the total composition C14H32O4S3 at a distorted geometry (ωB97M-V with the def2-TZVPD basis set, OMol25).

Summary:
F_max = 7.01 eV/A
HOMO-LUMO gap = 0.355 Ha
LUMO level = -0.445 eV
SMILES string = O=S1(=O)O[C@H](S)[C@@H](S)O1.CCCCCC.CCCCCC

Structure (ORCA input):
```
! RIJCOSX wB97M-V def2-TZVPD def2/J DEFGRID3
* xyz 0 1
O 6.687 -1.614 -1.875
S 5.501 -2.080 -2.797
O 5.613 -1.464 -4.246
O 5.332 -3.808 -2.697
C 3.935 -4.154 -3.122
S 4.279 -4.877 -4.857
C 3.133 -2.688 -3.091
S 1.248 -2.739 -2.844
O 3.899 -1.788 -2.188
H 3.440 -4.959 -2.414
H 5.611 -5.377 -4.722
H 3.179 -2.411 -4.250
H 0.673 -2.093 -3.985
C 0.912 0.255 -0.147
C 1.951 -0.072 0.915
C 1.738 -1.444 1.559
C 0.420 -1.609 2.323
C 0.190 -0.597 3.450
C 1.230 -0.690 4.556
H -0.097 0.297 0.273
H 1.124 1.233 -0.593
H 0.924 -0.491 -0.946
H 1.959 0.714 1.675
H 2.943 -0.057 0.447
H 2.579 -1.650 2.232
H 1.784 -2.214 0.779
H 0.386 -2.621 2.743
H -0.420 -1.547 1.621
H -0.800 -0.779 3.885
H 0.167 0.424 3.052
H 1.235 -1.689 5.002
H 1.004 0.033 5.347
H 2.235 -0.470 4.187
C -5.038 4.454 1.003
C -5.155 2.991 0.600
C -3.967 2.145 1.065
C -2.611 2.544 0.475
C -2.537 2.531 -1.055
C -2.766 1.151 -1.651
H -4.162 4.929 0.552
H -5.922 5.008 0.670
H -4.965 4.553 2.090
H -5.279 2.918 -0.483
H -6.070 2.581 1.043
H -4.173 1.094 0.831
H -3.898 2.199 2.159
H -1.846 1.866 0.873
H -2.337 3.545 0.830
H -1.544 2.882 -1.359
H -3.256 3.240 -1.480
H -2.026 0.437 -1.277
H -2.675 1.192 -2.742
H -3.764 0.769 -1.418
*
```



2.
# C14H11F6FeN3O6P

A molecular structure, C14H11F6FeN3O6P at a distorted geometry (ωB97M-V with the def2-TZVPD basis set, OMol25).

Summary:
F_max = 1.56 eV/A
<S²> = 8.758
HOMO-LUMO gap (spin up / spin down) = 0.345 / 0.276 Ha
LUMO level (spin up / spin down) = -0.920 / -2.816 eV

Structure (ORCA input):
```
! RIJCOSX wB97M-V def2-TZVPD def2/J DEFGRID3
* xyz 0 6
Fe 0.114 -1.499 -0.252
O 3.533 -0.407 1.766
C 2.488 -0.817 1.353
O 1.926 -0.649 0.185
C 1.603 -1.624 2.259
C 1.882 -1.967 3.580
C 0.944 -2.766 4.223
C -0.220 -3.210 3.579
C -0.383 -2.834 2.269
N 0.508 -2.063 1.635
C -1.578 -3.160 1.433
O -2.454 -3.845 1.894
O -1.537 -2.610 0.255
H 2.759 -1.632 4.137
H 1.159 -3.064 5.247
H -0.915 -3.778 4.192
F 0.903 -2.487 -1.920
P 0.596 -1.346 -3.188
F 0.237 -0.267 -4.277
F 1.714 -2.096 -4.012
F -0.691 -2.227 -3.411
F 1.697 -0.391 -2.535
F -0.425 -0.483 -2.032
O 1.930 2.426 -2.443
C 0.629 2.841 -2.723
N 0.343 3.998 -1.913
C -0.413 3.990 -0.778
O -0.685 5.006 -0.148
C -1.057 2.677 -0.266
C -2.415 2.689 0.010
C -3.009 1.557 0.530
C -2.200 0.450 0.754
N -0.912 0.398 0.413
C -0.345 1.510 -0.115
H 2.049 1.503 -2.706
H -0.105 2.082 -2.468
H 0.522 3.067 -3.761
H 0.753 4.886 -2.194
H -2.957 3.643 -0.122
H -4.061 1.493 0.801
H -2.614 -0.437 1.173
H 0.686 1.443 -0.428
*
```



3.
# C25H27BIrN12OS2

A molecular structure, C25H27BIrN12OS2 at a distorted geometry (ωB97M-V with the def2-TZVPD basis set, OMol25).

Summary:
F_max = 1.63 eV/A
HOMO-LUMO gap = 0.191 Ha
LUMO level = -5.282 eV

Structure (ORCA input):
```
! RIJCOSX wB97M-V def2-TZVPD def2/J DEFGRID3
* xyz 1 1
Ir -0.060 -0.335 0.169
N -4.266 -0.738 -1.380
C -3.171 -0.260 -0.833
S -2.243 -1.131 0.228
N -2.979 1.112 -1.203
N -1.892 1.547 -0.867
C -1.662 2.861 -1.270
C -0.623 3.549 -0.785
C -0.391 4.894 -1.293
C 0.629 5.629 -0.843
C 1.535 5.111 0.172
C 1.399 3.879 0.685
C 0.312 3.007 0.263
O 0.204 1.903 0.793
H -4.537 -1.699 -1.237
H -4.826 -0.145 -1.976
H -2.318 3.293 -2.022
H -1.060 5.276 -2.052
H 0.796 6.622 -1.237
H 2.343 5.745 0.514
H 2.071 3.483 1.434
C -0.523 -3.298 -1.903
C 0.306 -3.298 -0.664
C 1.022 -4.380 -0.152
C 1.698 -3.903 0.949
N 1.393 -2.608 1.107
N 0.527 -2.244 0.131
B 2.075 -1.574 2.065
N 0.968 -0.930 2.919
C 0.843 -0.680 4.228
C -0.294 0.078 4.412
C -0.831 0.269 3.138
C -2.050 1.062 2.801
N -0.054 -0.351 2.244
N 2.696 -0.454 1.172
C 3.894 0.140 1.216
C 3.998 0.991 0.137
C 2.788 0.874 -0.553
C 2.417 1.540 -1.835
N 2.006 0.004 0.101
N 3.146 -2.272 2.854
C 4.340 -2.733 2.391
C 4.838 -3.610 3.314
C 3.860 -3.655 4.334
C 3.878 -4.455 5.596
N 2.844 -2.864 4.044
H -0.835 -4.318 -2.117
H -1.405 -2.671 -1.816
H 0.056 -2.933 -2.753
H 1.043 -5.378 -0.554
H 2.374 -4.391 1.631
H 1.552 -1.091 4.923
H -0.698 0.437 5.342
H -2.515 1.406 3.722
H -1.797 1.934 2.200
H -2.785 0.470 2.255
H 4.597 -0.095 1.997
H 4.844 1.595 -0.142
H 3.175 2.278 -2.091
H 2.358 0.813 -2.644
H 1.447 2.036 -1.790
H 4.738 -2.419 1.439
H 5.774 -4.142 3.275
H 4.833 -4.962 5.716
H 3.717 -3.815 6.463
H 3.090 -5.208 5.589
S -0.275 -0.269 -4.617
C -0.177 -0.269 -3.010
N -0.103 -0.269 -1.843
*
```



Q: Which formula does entry 2 have?
A: C14H11F6FeN3O6P